{
  "formula": "C2H4BrNO2",
  "method": "wB97M-V/def2-TZVPD",
  "species": ["Br", "H", "C", "H", "H", "H", "O", "C", "N", "O"],
  "coordinates": [[2.77401, 0.28292, 0.17350], [1.17689, -1.47309, 0.51600], [1.16166, -0.69786, -0.18866], [0.97513, -1.01548, -1.22979], [0.01931, 1.21367, -0.76739], [-0.23724, 1.25363, 1.03408], [-1.68165, -1.09101, -0.26201], [-0.22902, 0.65439, 0.09988], [-1.56495, 0.02280, 0.15438], [-2.39413, 0.85001, 0.47000]],
  "forces_ev_per_a": [[0.1, 0.0, -0.5], [-0.6, -1.0, 0.8], [-2.7, 3.7, 0.0], [0.5, 0.3, 0.7], [-0.7, 0.6, -0.8], [1.0, -0.5, -0.7], [-1.0, -1.0, 0.2], [3.2, -3.3, 1.6], [1.5, 2.1, -1.7], [-1.2, -0.9, 0.4]],
  "lowdin_charge": [0.60, -0.01, -0.52, 0.05, 0.08, 0.12, 0.09, -0.03, -0.46, 0.07],
  "e_above_lowest_kcal_mol": 104.5,
  "largest_force_ev_per_a": 4.9,
  "gap_ev": 10.16,
  "e_tot_ha": -2857.69338
}

{
  "formula": "C2H4Cl2O",
  "method": "wB97M-V/def2-TZVPD",
  "species": ["H", "H", "C", "H", "H", "Cl", "Cl", "O", "C"],
  "coordinates": [[-1.24949, 0.53931, 0.57240], [1.54556, 0.51573, 0.33004], [-0.45765, -0.20054, 0.73185], [0.83787, -0.97895, -0.68630], [-0.18927, 0.75268, -1.80791], [-0.25259, -0.70561, 2.28545], [-1.31042, -1.20404, -0.29312], [0.44261, 1.19639, -1.00892], [0.63337, 0.08503, -0.12350]],
  "forces_ev_per_a": [[1.0, 1.4, 1.7], [-0.3, -1.1, 0.7], [-3.2, 2.6, -0.9], [0.5, 2.9, 1.2], [2.4, 2.2, 3.0], [0.7, -0.9, 2.7], [-3.7, -4.6, -2.2], [-3.6, -3.1, -3.8], [6.1, 0.6, -2.3]],
  "lowdin_charge": [0.06, 0.13, -1.33, 0.13, 0.18, 0.74, 0.72, -0.13, -0.49],
  "e_above_lowest_kcal_mol": 55.8,
  "largest_force_ev_per_a": 6.6,
  "gap_ev": 11.47,
  "e_tot_ha": -1074.13400
}

{
  "formula": "C2H4Cl2SSi",
  "method": "wB97M-V/def2-TZVPD",
  "species": ["Cl", "H", "H", "H", "Si", "S", "C", "Cl", "C", "H"],
  "coordinates": [[-2.18140, 1.95228, -0.78943], [-1.69109, -0.02499, 1.66990], [1.50274, 0.67059, -0.66337], [0.17234, -1.41035, -0.05668], [-1.43218, 0.22618, 0.21904], [3.52850, -0.26516, -0.03004], [2.46409, 0.93133, -0.23702], [2.61866, 2.53408, 0.43123], [-0.26734, -0.70973, -0.70400], [-0.29846, -0.98536, -1.71212]],
  "forces_ev_per_a": [[0.2, -1.3, 1.1], [0.1, 0.6, -0.5], [-0.2, 0.7, -0.2], [0.7, -1.2, 0.7], [1.0, 0.0, -2.1], [-0.2, 0.8, -0.2], [0.8, -1.0, 0.8], [-0.1, -0.4, -0.4], [-2.4, 1.5, 2.2], [0.2, 0.2, -1.5]],
  "lowdin_charge": [0.15, -0.06, -0.07, -0.05, 0.39, 0.62, -1.16, 0.53, -0.31, -0.03],
  "e_above_lowest_kcal_mol": 86.5,
  "largest_force_ev_per_a": 3.6,
  "smiles": "C=[SiH]Cl.S=CCl",
  "gap_ev": 8.36,
  "e_tot_ha": -1686.59944
}

{
  "formula": "C2H4Cl3NO3P",
  "method": "wB97M-V/def2-TZVPD",
  "species": ["O", "C", "O", "H", "H", "Cl", "Cl", "H", "H", "C", "O", "P", "N", "Cl"],
  "coordinates": [[1.44347, -1.93434, 0.17756], [0.16709, 0.42605, -0.11856], [0.40150, -1.26956, -2.01832], [-1.10065, 1.48206, -1.44551], [-1.75234, 0.31171, -0.57995], [-0.79455, 2.31210, 1.85868], [-0.62443, -0.49204, 2.47753], [1.09485, 0.85467, -0.67258], [1.41407, -1.28798, -2.07139], [0.16836, 0.80019, 1.46136], [-1.17459, -2.06759, -0.19742], [0.14927, -1.44088, -0.42024], [-1.14857, 1.10439, -0.53228], [1.75654, 1.20121, 2.08113]],
  "forces_ev_per_a": [[-1.0, 0.5, -0.4], [-0.1, 1.7, 1.8], [2.2, -0.3, -1.0], [0.1, 0.9, -1.0], [-1.4, -0.5, 0.4], [-3.3, 4.9, 0.0], [0.5, 0.0, -0.3], [-1.8, -0.5, 1.2], [-2.1, 0.0, -0.1], [2.7, -5.3, -2.2], [-0.1, 0.6, -0.2], [1.4, -0.3, 0.7], [2.4, -1.5, 0.9], [0.6, -0.3, 0.1]],
  "mulliken_spin": [0.04, 0.09, 0.01, -0.01, 0.00, 0.96, 0.05, 0.01, 0.00, 0.37, 0.01, 0.01, 0.37, 0.09],
  "charge": -1,
  "largest_force_ev_per_a": 6.3,
  "gap_ev": [4.45, 5.36],
  "multiplicity": 3,
  "e_tot_ha": -2080.97984
}

{
  "formula": "C2H4Cl4",
  "method": "wB97M-V/def2-TZVPD",
  "species": ["H", "H", "Cl", "C", "Cl", "H", "Cl", "H", "Cl", "C"],
  "coordinates": [[-31.94799, 31.11656, -1.71196], [-26.42039, 27.14978, -1.14577], [-31.74447, 28.67131, -1.97267], [-26.72193, 26.14373, -0.85418], [-26.94721, 25.01523, -2.17759], [-32.78056, 30.19105, -0.49959], [-25.55834, 25.44556, 0.27929], [-27.74099, 26.23024, -0.47717], [-33.90400, 30.47399, -2.63471], [-32.53023, 30.20765, -1.56032]],
  "forces_ev_per_a": [[0.7, -0.6, -0.1], [0.4, -0.4, -0.3], [0.2, 0.5, 0.2], [-0.7, 0.0, 0.2], [0.2, 0.0, -0.8], [-0.5, -0.3, -0.3], [-0.2, 0.4, 0.2], [0.4, -0.1, 0.8], [-0.5, -0.1, 0.2], [0.0, 0.5, 0.1]],
  "lowdin_charge": [0.02, 0.03, 0.49, -1.05, 0.50, 0.03, 0.50, 0.02, 0.50, -1.04],
  "e_above_lowest_kcal_mol": 8.4,
  "largest_force_ev_per_a": 0.9,
  "smiles": "ClCCl.ClCCl",
  "gap_ev": 11.60,
  "e_tot_ha": -1919.35164
}

{
  "formula": "C2H4ClFN2OS",
  "method": "wB97M-V/def2-TZVPD",
  "species": ["O", "N", "N", "H", "F", "S", "H", "C", "Cl", "H", "H", "C"],
  "coordinates": [[-0.00617, 2.41032, -0.31008], [0.67771, 1.33961, -0.69832], [-0.80329, 0.45528, 1.00435], [-0.57842, 1.93823, 0.27998], [1.27151, -1.59509, 0.91003], [-2.28636, 0.07195, 0.00781], [2.12797, -0.60513, -0.69272], [1.17358, -0.88614, -0.31091], [0.45381, -2.08679, -1.45502], [-0.41242, -0.14584, 1.87911], [-1.89846, -1.18743, -0.60752], [0.28054, 0.29105, -0.00672]],
  "forces_ev_per_a": [[0.4, 1.4, -1.5], [0.0, -2.3, 1.4], [2.4, -3.0, -0.7], [-1.8, 1.1, 1.9], [0.5, 0.5, -0.8], [1.1, -1.8, 0.7], [0.6, 0.2, -0.1], [-2.4, -1.4, 1.9], [0.2, 0.3, 0.1], [-2.2, 1.3, -2.5], [-0.4, 1.8, 1.0], [1.6, 1.8, -1.3]],
  "lowdin_charge": [-0.02, 0.04, -0.34, -0.01, -0.09, 0.73, 0.10, -0.59, 0.62, 0.17, -0.11, -0.48],
  "e_above_lowest_kcal_mol": 36.8,
  "largest_force_ev_per_a": 4.0,
  "smiles": "O/N=C(\\NS)[C@@H](F)Cl",
  "gap_ev": 9.57,
  "e_tot_ha": -1221.47226
}